Record 1
DFT (wB97M-V/def2-TZVPD) results for C10H16N4 in the gas phase in a non-equilibrium geometry.

XYZ file:
```
30
Properties=species:S:1:pos:R:3:forces:R:3:lowdin_charge:R:1
N 4.146 1.742 0.017 -0.5 -3.4 -0.4 0.1310
C 3.917 0.591 -0.097 -0.3 2.8 0.4 -0.2170
C 3.480 -0.855 -0.109 1.1 2.0 1.3 -0.1290
C 2.086 -1.040 0.485 -1.4 -1.6 1.2 -0.2082
N 1.038 -0.894 -0.518 2.0 -0.9 -1.3 -0.1736
C -0.243 -1.492 -0.264 1.4 -0.5 2.1 -0.2055
C -0.918 -0.821 0.882 -2.0 -0.3 -0.2 -0.1048
N -1.004 0.640 0.532 -1.9 -1.4 3.2 -0.1930
C -1.921 1.141 -0.408 -2.9 -0.4 0.2 -0.1741
C -3.393 1.279 0.294 -1.1 -1.5 -4.1 -0.0912
C -4.201 0.039 -0.076 1.6 1.3 0.9 -0.2322
N -4.577 -0.967 -0.472 -0.5 -0.3 -0.1 0.1200
C 0.232 1.175 0.328 4.7 -4.2 -2.1 -0.1643
C 0.884 0.436 -0.964 -3.1 0.8 1.6 -0.1406
H 3.437 -1.156 -1.125 0.3 -0.6 -0.9 0.1044
H 4.346 -1.277 0.455 -1.0 -0.6 -0.4 0.1303
H 1.914 -0.455 1.449 0.7 -0.6 -1.1 0.1260
H 1.887 -2.086 0.767 0.9 0.1 0.3 0.1301
H -0.205 -2.551 -0.190 0.9 -1.3 1.1 0.1166
H -0.940 -1.553 -1.019 -1.1 1.2 -2.8 0.0976
H -0.350 -0.943 1.841 -0.8 0.3 -0.7 0.1322
H -1.940 -1.371 0.895 1.3 1.5 0.7 0.1444
H -1.859 0.529 -1.333 -0.9 0.8 0.1 0.1268
H -1.757 2.192 -0.551 0.9 0.3 -0.6 0.1154
H -3.112 1.346 1.281 -0.1 0.0 2.4 0.0703
H -4.048 2.141 -0.039 1.2 -0.7 0.3 0.1239
H 1.028 0.804 1.009 -1.3 1.6 0.5 0.1056
H 0.221 2.134 0.094 0.0 4.6 -0.1 0.0740
H 0.179 0.351 -1.756 -0.9 0.4 -0.8 0.1012
H 1.674 0.920 -1.409 2.4 0.8 -0.5 0.0835
```
Positions in Å, forces in eV/Å.

energy	-16585.7595	eV
SMILES	N#CCCN1CCN(CCC#N)CC1
energy above the lowest of the compared OMol25 structures with the same formula, charge and spin	83.26	kcal per mole

---

Record 2
DFT (wB97M-V/def2-TZVPD) results for a molecular structure, C10H16N4O3Ta in a non-equilibrium geometry.

XYZ file:
```
34
Properties=species:S:1:pos:R:3:forces:R:3:lowdin_charge:R:1
Ta 0.030 -2.301 -0.477 2.5 -3.1 1.9 2.0775
N 2.351 -3.107 -0.547 -1.6 0.4 -0.2 -0.0085
C 2.841 -3.325 0.845 0.4 0.0 0.2 -0.0863
C 1.721 -3.559 1.815 0.2 0.1 0.0 -0.4328
O 1.837 -3.928 2.927 -0.1 -0.1 0.0 0.2562
N 0.419 -3.300 1.217 -1.0 2.0 -1.1 -0.1226
C -0.747 -3.864 1.915 -0.5 0.0 -0.7 -0.0336
C -1.745 -4.269 0.794 0.4 -0.9 2.3 -0.4017
O -2.630 -5.003 0.878 -0.2 0.1 -0.7 0.3282
O -1.369 -3.485 -0.353 0.0 1.8 -1.9 -0.2043
H 2.276 -4.006 -1.031 0.3 -0.1 0.0 0.1332
H 3.051 -2.566 -1.058 -0.2 0.1 -0.2 0.1353
H 3.408 -2.460 1.193 0.0 0.1 -0.1 0.1608
H 3.511 -4.184 0.907 0.0 0.0 -0.2 0.1696
H -1.298 -3.120 2.498 0.2 0.0 0.2 0.1658
H -0.509 -4.700 2.570 0.2 0.0 0.0 0.1646
N 0.265 -0.333 -0.897 -0.5 -0.3 0.5 -0.0505
C 0.084 0.860 -0.992 -0.1 -0.3 -0.1 -0.1347
N -0.094 2.080 -1.071 0.3 -0.1 0.1 0.0366
C 0.334 2.965 0.087 0.0 0.6 0.5 -0.0510
C -0.916 3.605 0.673 -0.2 0.1 -0.1 -0.1336
C -1.828 4.235 -0.408 -0.4 -0.1 0.0 -0.1483
C -1.214 4.186 -1.809 0.3 0.2 0.4 -0.1521
C -0.776 2.789 -2.228 -0.6 0.4 -0.7 -0.0438
H 1.011 3.709 -0.331 0.0 -0.1 -0.2 0.1524
H 0.883 2.377 0.820 0.0 -0.2 -0.1 0.1383
H -0.570 4.366 1.375 0.1 0.0 0.0 0.1401
H -1.464 2.877 1.273 0.0 -0.1 0.0 0.1207
H -2.060 5.265 -0.150 0.2 0.1 0.0 0.1308
H -2.804 3.747 -0.414 0.1 -0.2 0.0 0.1236
H -0.372 4.878 -1.858 0.1 -0.1 -0.1 0.1307
H -1.921 4.541 -2.559 -0.1 -0.1 0.0 0.1441
H -0.074 2.837 -3.061 0.2 -0.1 0.2 0.1503
H -1.629 2.189 -2.545 0.0 -0.2 0.2 0.1448
```
Positions in Å, forces in eV/Å.

energy	-24252.8507	eV
net charge	+3
energy above the lowest of the compared OMol25 structures with the same formula, charge and spin	32.21	kcal per mole

---

Record 3
DFT (wB97M-V/def2-TZVPD) results for 2 unconnected molecules or ions with the total composition C10H16O in a non-equilibrium geometry.

XYZ file:
```
27
Properties=species:S:1:pos:R:3:forces:R:3:mulliken_spin:R:1
C -1.261 -4.010 -0.831 0.4 1.4 0.3 -0.0051
C -1.819 -4.246 0.617 -1.6 -1.3 -0.9 0.2260
H -0.140 -4.051 -0.864 -1.0 0.1 0.0 0.0080
H -1.677 -4.799 -1.498 0.4 0.7 0.3 -0.0056
H -1.567 -2.949 -1.196 0.5 -2.0 0.5 -0.0173
H -2.899 -4.632 0.309 1.8 0.9 1.5 -0.0170
H -1.877 -3.351 1.300 0.1 -0.9 -0.9 -0.0951
H -1.295 -5.112 1.145 -0.7 1.2 -0.7 -0.0099
C -1.096 -0.304 -1.092 1.4 -1.1 -0.3 0.1180
C -2.022 0.354 -2.081 1.3 -1.4 -1.5 -0.0519
C -0.106 0.583 -0.437 1.4 0.8 0.9 -0.1169
C 0.670 -0.120 0.563 -1.1 0.8 -1.2 0.3438
C 0.038 1.976 -0.580 -2.9 -3.6 -1.9 -0.1233
C 1.527 0.631 1.360 0.4 -0.2 -0.4 0.5339
C 0.948 2.650 0.140 1.0 3.4 0.3 0.4873
C 1.694 1.951 1.032 -0.9 -2.6 0.3 -0.2213
O 2.559 2.654 1.675 3.1 3.7 2.3 -0.1914
H -1.459 -0.733 -0.126 -1.0 -0.6 -1.3 -0.0558
H -0.523 -1.088 -1.697 -0.5 0.6 1.1 0.0124
H -2.413 -0.466 -2.823 0.8 1.9 0.9 0.0141
H 0.476 -1.133 0.826 -0.3 -0.8 -0.1 0.0039
H -0.683 2.445 -1.233 0.1 0.4 -0.2 -0.0053
H 2.065 0.093 2.130 0.4 0.5 0.3 0.0392
H 1.114 3.755 0.103 -0.2 -1.1 -0.2 0.0671
H 3.197 2.111 2.113 0.4 -0.7 0.4 0.0125
H -1.386 1.214 -2.492 -1.5 -1.3 -0.2 0.0252
H -2.838 0.672 -1.535 -2.0 1.3 0.7 0.0245
```
Positions in Å, forces in eV/Å.

energy	-12673.7072	eV
net charge	-1
2S+1	2
energy above the lowest of the compared OMol25 structures with the same formula, charge and spin	46.68	kcal per mole

---

Record 4
DFT (wB97M-V/def2-TZVPD) results for a molecular structure, C10H16O in a non-equilibrium geometry.

XYZ file:
```
27
Properties=species:S:1:pos:R:3:forces:R:3:lowdin_charge:R:1
C 0.166 -0.377 1.711 2.1 -0.5 4.4 -0.0375
C 0.053 0.254 0.204 2.7 -2.1 11.6 -0.6966
C -0.768 0.970 -1.358 -2.0 0.8 -5.2 -0.0421
C 0.229 1.622 0.449 0.0 1.8 1.3 -0.1563
C 1.509 1.040 -0.486 3.3 4.6 -3.2 -0.1050
C 1.341 -0.372 -0.994 2.5 1.0 1.4 -0.1040
C -0.295 -0.783 -0.600 -0.4 -3.0 -1.8 -0.3786
C 0.090 -2.279 -0.518 -0.9 -2.3 -0.1 -0.0611
C -1.684 -0.525 0.263 -0.4 1.1 -2.6 -0.3279
C -1.367 1.150 0.895 -1.1 1.4 -0.5 0.0201
H 0.870 -1.225 1.742 0.0 0.2 -0.2 0.0705
H 0.666 0.454 2.450 -1.4 -2.3 -1.5 0.1312
H -0.796 -0.825 2.275 2.0 1.0 -1.5 0.1372
H -1.773 0.586 -1.243 -0.1 0.4 -1.7 0.0741
H -0.824 2.036 -1.189 0.2 0.2 -0.1 0.0704
H -0.291 0.876 -2.359 -0.9 -0.4 0.4 0.1040
H 0.684 2.068 1.364 0.0 -1.1 -0.5 0.1109
H 2.400 1.288 0.147 -1.2 -1.1 0.2 0.1462
H 1.780 1.749 -1.351 -1.0 -0.7 0.8 0.1338
H 2.084 -0.992 -0.441 -0.8 0.4 -0.6 0.1252
H 1.453 -0.431 -2.020 0.1 -0.2 -2.0 0.0932
H 1.090 -2.486 -0.136 -0.3 0.2 0.9 0.0446
H 0.372 -2.633 -1.599 -1.6 0.4 1.6 0.1171
H -0.666 -2.966 0.079 1.3 1.2 -1.7 0.1219
H -1.551 1.130 1.980 0.5 0.1 -0.6 0.1209
H -2.081 1.743 0.361 -0.4 0.3 0.0 0.0981
O -2.690 -1.070 0.373 -2.2 -1.2 1.2 0.1896
```
Positions in Å, forces in eV/Å.

energy	-12656.4324	eV
energy above the lowest of the compared OMol25 structures with the same formula, charge and spin	491.02	kcal per mole

---

Q: Look up the energy of the second one.
A: -24252.8507 eV